This record from the OMol25 dataset describes an isolated molecule of C21H16ClFN8O. The level of theory is ωB97M-V/def2-TZVPD.

gap between HOMO and LUMO = 8.984 eV
calculated total energy = -1883.209719 Ha
energy relative to the best compared isomer or geometry (same formula, charge and spin) = 0.00 kJ/mol
SMILES = O=c1c2c(Cl)ccn2nc([C@@H]2C[C@H](F)CN2c2ncnc3[nH]cnc23)n1-c1ccccc1

Structure (XYZ):
```
48
Properties=species:S:1:pos:R:3:mulliken_charge:R:1
O -3.13167 -0.49118 -2.15960 -0.669
C -2.14657 0.17363 -1.85340 0.702
C -1.37839 0.87467 -2.88836 -0.355
C -1.46631 0.98378 -4.25132 0.728
Cl -2.68401 0.31713 -5.30259 -0.197
C -0.29128 1.76224 -4.64993 -0.670
C 0.39515 2.08417 -3.52801 -0.406
N -0.26480 1.58918 -2.42080 0.258
N 0.26944 1.50311 -1.18157 -0.648
C -0.40285 0.82141 -0.29081 -0.242
C 0.29823 0.59956 1.05414 0.405
C -0.15370 1.57944 2.20177 -1.086
C 1.06870 1.71653 3.08785 0.354
F 1.05055 2.88639 3.77241 -0.401
C 2.25040 1.62670 2.16005 -0.800
N 1.78153 0.72853 1.10825 0.169
C 2.63714 -0.11016 0.39939 0.155
N 3.95469 0.16745 0.55270 -0.679
C 4.80579 -0.69060 -0.03450 -0.439
N 4.45884 -1.73252 -0.78742 -0.705
C 3.16057 -1.96678 -0.89759 0.463
N 2.59767 -3.01294 -1.57850 -0.117
C 1.23115 -2.97263 -1.35267 -0.385
N 0.96780 -1.93440 -0.61294 -0.205
C 2.17527 -1.25569 -0.32222 0.625
N -1.69398 0.28245 -0.56503 0.669
C -2.43700 -0.32191 0.47792 -0.697
C -2.38994 -1.71059 0.73334 -0.206
C -3.03465 -2.23419 1.86179 -0.690
C -3.81892 -1.37900 2.68245 -0.524
C -3.89424 -0.01123 2.30973 -0.642
C -3.22823 0.49348 1.21943 0.017
H 0.00170 1.95398 -5.69947 0.377
H 1.35726 2.60782 -3.48624 0.417
H 0.01671 -0.39582 1.35343 0.563
H -0.41799 2.52262 1.75762 0.387
H -1.01435 1.18531 2.72792 0.282
H 1.03783 0.89364 3.81655 0.358
H 2.50273 2.62013 1.72758 0.313
H 3.08243 1.27539 2.77213 0.347
H 5.88101 -0.45318 0.05524 0.368
H 3.11323 -3.77628 -1.98854 0.249
H 0.48345 -3.67387 -1.71399 0.472
H -1.77649 -2.33516 0.11938 0.437
H -2.91456 -3.27696 2.11892 0.409
H -4.27588 -1.75523 3.58232 0.434
H -4.48030 0.66617 2.92431 0.384
H -3.28319 1.57543 0.98889 0.422
```

This record from the OMol25 dataset describes a structure of composition C21H16F3N6O6SW. The level of theory is ωB97M-V/def2-TZVPD.

<S²> = 2.0302
gap between HOMO and LUMO (alpha / beta) = 6.735 / 6.879 eV
calculated total energy = -2354.692464 Ha
energy relative to the best compared isomer or geometry (same formula, charge and spin) = 50.19 kJ/mol
charge = +1
2S+1 = 3

Structure (XYZ):
```
54
Properties=species:S:1:pos:R:3:mulliken_charge:R:1
W 0.99922 -0.20736 0.26268 0.756
N -1.41999 0.42624 3.90953 -0.427
C -0.80718 0.55060 2.72366 0.498
S 0.93951 0.23208 2.68400 -0.448
N -1.46549 0.89192 1.66565 -1.087
N -0.68332 0.97634 0.54148 1.086
C -0.90723 1.99538 -0.27648 0.764
C -2.00207 2.94840 -0.09956 0.086
C -1.73808 4.32304 -0.15517 -0.363
C -2.75224 5.23823 0.05898 -0.846
C -4.04441 4.79980 0.30893 -0.424
C -4.31785 3.43860 0.35205 -0.720
C -3.30675 2.51641 0.16374 -0.163
C 0.17921 2.20977 -1.21767 0.365
C 0.16651 3.10072 -2.28078 -0.629
C 1.32734 3.31413 -3.00339 -0.558
C 2.47852 2.61587 -2.65838 -0.799
C 2.41767 1.69515 -1.63688 -0.044
N 1.29652 1.48138 -0.92574 0.068
H -0.86086 0.30931 4.73523 0.214
H -2.37247 0.73879 4.00342 0.238
H -0.72644 4.67114 -0.31537 0.567
H -2.52983 6.29654 0.03610 0.408
H -4.83800 5.51695 0.46975 0.417
H -5.32710 3.09706 0.53897 0.410
H -3.52341 1.45987 0.19053 0.443
H -0.75267 3.60679 -2.53687 0.657
H 1.33954 4.01400 -3.82739 0.480
H 3.40707 2.76713 -3.18875 0.452
H 3.27339 1.09203 -1.36167 0.544
C -1.50361 -3.09809 1.00772 -1.289
C -0.03032 -3.26935 1.02929 0.097
N 0.85508 -2.29543 0.86536 0.133
C 2.11222 -2.85248 0.99942 0.003
C 1.97958 -4.18211 1.24144 0.183
N 0.62927 -4.41555 1.25468 0.001
C 2.93834 -5.31309 1.43129 0.466
O 4.20988 -5.00349 1.45156 -0.515
O 2.49409 -6.42373 1.55389 -0.575
C 3.28231 -1.93510 0.92690 1.061
O 4.41238 -2.33785 1.08560 -0.766
O 2.93105 -0.69345 0.69257 -0.701
H -1.76252 -2.21305 0.43163 0.182
H -1.88225 -2.97767 2.02456 0.315
H -1.98930 -3.96634 0.56455 0.449
H 0.24429 -5.33846 1.40641 0.254
H 4.39483 -4.04496 1.30553 0.430
F -0.67410 -3.45512 -2.67498 -0.234
C 0.34262 -2.68845 -3.08708 0.644
F 0.00269 -2.10213 -4.23440 -0.243
F 1.40480 -3.45826 -3.28791 -0.229
C 0.64973 -1.62531 -2.01268 0.710
O 1.82449 -1.32648 -1.74882 -0.582
O -0.31464 -1.10037 -1.38715 -0.738
```

This record from the OMol25 dataset describes a structure of composition C21H16N3PdSTe. The level of theory is ωB97M-V/def2-TZVPD.

gap between HOMO and LUMO (alpha / beta) = 4.602 / 4.601 eV
calculated total energy = -1768.262281 Ha
energy relative to the best compared isomer or geometry (same formula, charge and spin) = 0.00 kJ/mol
charge = -1

Structure (XYZ):
```
43
Properties=species:S:1:pos:R:3:mulliken_charge:R:1
Pd 0.10610 0.41081 0.47689 0.349
C -0.66651 0.24233 4.78785 -0.741
C -1.12377 -1.06866 4.94190 -0.271
C -1.39211 -1.81413 3.81855 -0.758
C -1.22759 -1.23854 2.54998 0.526
N -0.78040 0.03818 2.40584 -0.250
C -0.49507 0.73704 3.51426 -0.252
C -1.47751 -1.94236 1.30508 0.661
C -2.47734 -2.87540 1.13406 -0.596
C -2.74398 -3.38392 -0.14696 -0.730
C -2.02099 -2.86492 -1.22228 -0.594
C -1.02140 -1.93228 -1.00353 0.603
N -0.65256 -1.54958 0.26710 -0.482
C -0.30170 -1.24006 -2.05639 0.391
C -0.03715 -1.79444 -3.32144 -0.684
C 0.64773 -1.05312 -4.25272 -0.296
C 1.09512 0.22836 -3.91362 -0.710
C 0.83765 0.69506 -2.64164 -0.201
N 0.14156 0.00420 -1.73394 -0.167
H -0.43793 0.86371 5.64255 0.351
H -1.23839 -1.49961 5.92870 0.399
H -1.69440 -2.84920 3.89631 0.341
H -0.10905 1.73392 3.33402 0.377
H -3.08030 -3.17195 1.98317 0.344
H -3.55027 -4.08617 -0.30974 0.392
H -2.26355 -3.15438 -2.23734 0.314
H -0.34538 -2.80817 -3.53708 0.332
H 0.86212 -1.46941 -5.22972 0.400
H 1.64197 0.84077 -4.61698 0.361
H 1.18884 1.66460 -2.30476 0.348
S 2.96493 0.76924 1.47030 -0.313
C 4.12826 0.40510 0.19600 0.773
C 4.96824 -0.69391 0.41088 -0.713
C 5.90091 -1.07079 -0.53583 -0.385
C 6.02290 -0.36410 -1.72751 -0.485
C 5.19174 0.72382 -1.94586 -0.543
C 4.25462 1.10798 -0.99860 -0.111
H 4.87284 -1.25502 1.33337 0.323
H 6.53659 -1.92732 -0.34476 0.321
H 6.75060 -0.66143 -2.47137 0.357
H 5.26763 1.28657 -2.86906 0.345
H 3.60715 1.95820 -1.17695 0.176
Te 1.65248 2.68839 0.77706 -0.502
```

This record from the OMol25 dataset describes an isolated molecule of C21H16N4OS. The level of theory is ωB97M-V/def2-TZVPD.

gap between HOMO and LUMO = 7.793 eV
calculated total energy = -1502.293087 Ha
SMILES = N#CC1=C(N)N(c2ccccc2C#N)C2=C(C(=O)CCC2)[C@@H]1c1ccsc1

Structure (XYZ):
```
43
Properties=species:S:1:pos:R:3:mulliken_charge:R:1
N -2.20410 3.66303 1.02750 -0.611
C -1.71533 2.68905 0.65754 -0.930
C -1.10289 1.50762 0.23091 -0.575
C -0.95043 0.47448 1.09687 0.824
N -1.43553 0.50393 2.38496 -0.413
N -0.34426 -0.70891 0.67915 1.022
C -0.07694 -1.72882 1.62343 -0.995
C 1.23937 -2.05645 1.92173 -0.148
C 1.51898 -3.03676 2.85805 -0.873
C 0.48769 -3.69768 3.50931 -0.652
C -0.82770 -3.39146 3.21618 -0.890
C -1.12102 -2.41138 2.26871 1.213
C -2.46760 -2.14748 1.91880 0.178
N -3.55750 -1.98289 1.60740 -0.630
C -0.16500 -0.94807 -0.67422 0.430
C -0.28860 0.04419 -1.58141 -0.228
C -0.16551 -0.18177 -3.01933 0.687
O -0.30845 0.71113 -3.83097 -0.633
C 0.18488 -1.59348 -3.44581 -0.773
C -0.40062 -2.62258 -2.49209 -1.040
C 0.11445 -2.36560 -1.07992 -0.772
C -0.49943 1.47763 -1.14917 1.074
C 0.83787 2.18087 -1.16772 -0.065
C 1.31937 2.91562 -2.28286 -0.975
C 2.56223 3.41426 -2.08546 -0.313
S 3.18396 3.00815 -0.53278 -0.208
C 1.74495 2.14517 -0.15526 -0.292
H -1.79372 1.40369 2.66813 0.279
H -0.91436 0.01693 3.09658 0.220
H 2.03719 -1.53048 1.41851 0.545
H 2.54527 -3.28026 3.08542 0.417
H 0.71047 -4.45642 4.24310 0.420
H -1.63915 -3.90765 3.70673 0.527
H 1.27693 -1.66917 -3.45465 0.296
H -0.16662 -1.74582 -4.46698 0.379
H -1.49013 -2.54714 -2.49821 0.401
H -0.12902 -3.63175 -2.80717 0.357
H 1.19501 -2.54459 -1.04704 0.277
H -0.35720 -3.06047 -0.38146 0.338
H -1.15214 1.97607 -1.87400 0.807
H 0.75369 3.03936 -3.18787 0.434
H 3.16192 4.00230 -2.75097 0.463
H 1.65694 1.67689 0.80564 0.429
```

This record from the OMol25 dataset describes a structure of composition C21H16N5O2SV. The level of theory is ωB97M-V/def2-TZVPD.

<S²> = 2.0144
gap between HOMO and LUMO (alpha / beta) = 6.993 / 7.042 eV
calculated total energy = -2576.355007 Ha
2S+1 = 3

Structure (XYZ):
```
46
Properties=species:S:1:pos:R:3:mulliken_charge:R:1
V -0.54653 0.41679 0.65049 0.417
N 2.15669 0.44075 4.12328 -0.380
C 1.46473 0.52750 2.96920 0.584
S -0.25440 0.43370 3.07615 -0.450
N 2.23217 0.69371 1.89100 -1.524
N 1.52971 0.73722 0.75455 1.041
C 2.09420 1.04362 -0.35887 -0.732
C 1.25663 1.11059 -1.55814 1.019
C 1.76191 1.57168 -2.76664 -0.921
C 0.91049 1.62732 -3.85948 -0.302
C -0.41038 1.23291 -3.71278 -0.821
C -0.84270 0.80239 -2.46746 -0.279
N -0.03013 0.74490 -1.41873 0.236
H 1.68128 0.18125 4.96786 0.208
H 3.15812 0.36582 4.06812 0.252
H 3.15532 1.26922 -0.40199 0.337
H 2.79728 1.87229 -2.84309 0.453
H 1.27760 1.97837 -4.81461 0.423
H -1.10530 1.25988 -4.53930 0.405
H -1.86478 0.49528 -2.28207 0.552
O -4.12869 2.32079 0.49832 -0.663
C -2.94802 2.06419 0.46592 0.402
O -2.40367 0.89131 0.39384 -0.769
C -1.90120 3.16213 0.53277 0.491
C -2.23578 4.50196 0.45361 -0.773
C -1.22218 5.44091 0.54305 -0.229
C 0.08047 5.00360 0.73236 -0.902
C 0.32332 3.64235 0.81098 -0.168
N -0.64627 2.73665 0.69575 0.377
H -3.27623 4.76823 0.33322 0.503
H -1.44327 6.49804 0.47793 0.428
H 0.90146 5.69999 0.82724 0.412
H 1.32123 3.26190 0.98916 0.414
C -0.45814 -1.61327 0.46128 -0.767
C -0.37912 -2.81809 0.30633 0.400
C -0.28816 -4.23959 0.16213 0.619
C 0.36186 -4.80173 -0.93986 -0.496
C 0.45295 -6.17702 -1.07456 -0.407
C -0.10561 -7.01082 -0.11588 -0.460
C -0.75525 -6.46181 0.98073 -0.399
C -0.84626 -5.08721 1.12242 -0.493
H 0.79274 -4.14527 -1.68412 0.412
H 0.96061 -6.59915 -1.93246 0.371
H -0.03516 -8.08552 -0.22341 0.372
H -1.19377 -7.10689 1.73123 0.374
H -1.34977 -4.65085 1.97449 0.435
```